#one
Computed, not measured: a 9-piece molecular cluster, C3H24O9 overall, with ωB97M-V with the def2-TZVPD basis set.

Lowest unoccupied orbital energy   -0.499 eV
SMILES string   CO.CO.CO.O.O.O.O.O.O
HOMO level   -10.2 eV

XYZ file:
```
36
Properties=species:S:1:pos:R:3:mulliken_charge:R:1
C 7.17 -8.11 -10.44 -0.434
O 6.25 -8.34 -11.50 -0.490
H 7.76 -9.01 -10.23 0.080
H 7.87 -7.31 -10.69 0.271
H 6.61 -7.80 -9.57 0.250
H 6.75 -8.38 -12.33 0.266
C 9.31 -13.88 -13.22 -0.591
O 9.26 -12.53 -13.65 -0.371
H 10.34 -14.24 -13.28 0.305
H 8.97 -13.96 -12.18 0.128
H 8.65 -14.48 -13.84 0.277
H 9.94 -12.05 -13.17 0.204
C 10.49 -11.12 -16.26 -0.388
O 10.23 -10.75 -17.61 -0.524
H 9.93 -12.03 -16.07 0.147
H 11.55 -11.35 -16.11 0.301
H 10.19 -10.34 -15.56 0.177
H 10.66 -9.93 -17.82 0.291
O 6.50 -12.74 -11.04 -0.562
H 7.09 -12.43 -10.33 0.359
H 6.76 -13.66 -11.19 0.232
O 10.75 -10.88 -11.34 -0.637
H 10.59 -10.17 -11.98 0.315
H 11.69 -11.05 -11.39 0.281
O 4.10 -10.30 -11.75 -0.626
H 4.78 -9.62 -11.83 0.336
H 4.41 -11.03 -12.31 0.321
O 8.80 -12.01 -9.51 -0.613
H 9.32 -11.47 -10.12 0.315
H 9.38 -12.73 -9.25 0.280
O 7.42 -10.45 -13.21 -0.555
H 7.95 -11.14 -13.64 0.389
H 7.44 -10.69 -12.27 0.242
O 5.23 -9.49 -14.97 -0.640
H 5.95 -9.82 -14.41 0.322
H 4.64 -9.03 -14.36 0.340
```



#two
Computed, not measured: a 9-piece molecular cluster, C3H24O9 overall, with ωB97M-V with the def2-TZVPD basis set.

Lowest unoccupied orbital energy   0.020 eV
SMILES string   CO.CO.CO.O.O.O.O.O.O
HOMO level   -10.3 eV

XYZ file:
```
36
Properties=species:S:1:pos:R:3:mulliken_charge:R:1
C 0.31 1.44 6.01 -0.498
O 1.45 1.80 5.24 -0.493
H -0.55 1.23 5.37 0.235
H 0.46 0.49 6.53 0.235
H 0.09 2.18 6.78 0.222
H 1.82 0.99 4.88 0.298
C 4.36 -2.27 -2.99 -0.538
O 3.90 -3.36 -2.17 -0.491
H 3.63 -1.94 -3.74 0.258
H 4.52 -1.33 -2.46 0.244
H 5.30 -2.57 -3.45 0.216
H 2.95 -3.37 -2.31 0.311
C 2.18 4.98 -1.62 -0.503
O 3.32 4.99 -2.37 -0.490
H 1.42 5.69 -1.94 0.235
H 1.77 3.96 -1.65 0.213
H 2.31 5.16 -0.55 0.232
H 3.11 4.56 -3.20 0.312
O -4.30 -1.54 -4.50 -0.643
H -4.72 -0.88 -3.96 0.324
H -3.48 -1.14 -4.78 0.319
O -5.18 2.21 -1.19 -0.640
H -4.26 2.01 -1.03 0.320
H -5.22 3.17 -1.16 0.319
O -1.53 -4.13 -2.05 -0.646
H -2.19 -3.93 -2.71 0.326
H -1.91 -4.85 -1.54 0.321
O -1.04 -0.21 0.25 -0.645
H -1.18 -1.07 -0.15 0.324
H -0.22 -0.31 0.74 0.319
O 2.73 -2.37 2.57 -0.632
H 2.90 -2.82 1.74 0.319
H 3.36 -2.74 3.18 0.315
O -5.40 -1.38 3.13 -0.638
H -4.59 -1.33 2.61 0.318
H -6.10 -1.33 2.48 0.320
```



According to the calculations, the structures order from most to least stable as #one, #two.



#one
Computed, not measured: a 2-piece molecular cluster, C3H9NO4 overall, with ωB97M-V with the def2-TZVPD basis set.

Lowest unoccupied orbital energy   0.588 eV
SMILES string   N[C@@H](CO)C(=O)O.O
HOMO level   -9.5 eV

XYZ file:
```
17
Properties=species:S:1:pos:R:3:mulliken_charge:R:1
O -1.32 -2.08 -0.94 -0.522
C -0.47 -2.00 -0.11 0.242
O -0.12 -3.04 0.71 -0.449
C 0.54 -0.89 0.00 0.781
C 1.30 -0.77 1.29 -0.752
O 2.40 0.14 1.02 -0.512
N -0.19 0.34 -0.28 -0.691
H -0.84 -3.61 1.00 0.334
H 1.24 -1.10 -0.83 0.110
H 1.65 -1.74 1.69 0.341
H 0.88 -0.44 2.25 0.337
H 3.21 -0.36 0.87 0.307
H 0.31 1.15 0.11 0.245
H -0.34 0.53 -1.25 0.229
H -3.23 5.26 -1.88 0.321
H -2.58 3.83 -1.92 0.321
O -2.44 4.76 -1.71 -0.642
```



#two
Computed, not measured: C3H9NO4 as an isolated structure, with ωB97M-V with the def2-TZVPD basis set.

Lowest unoccupied orbital energy (alpha / beta)   -2.620 / -1.916 eV
HOMO level (alpha / beta)   -9.5 / -9.8 eV

XYZ file:
```
17
Properties=species:S:1:pos:R:3:mulliken_charge:R:1
C -1.93 0.96 1.00 -0.492
O -0.99 0.14 1.62 -0.502
O 0.85 0.73 0.51 -0.399
H 1.05 0.41 1.40 0.346
H -2.73 1.14 1.74 0.255
H -1.49 1.90 0.68 0.232
H -2.37 0.45 0.13 0.261
C 1.60 0.42 -1.75 -1.202
C 1.31 -0.26 -0.43 0.950
N -0.74 -1.87 0.21 -0.258
O -0.46 -1.11 -0.80 -0.219
O 1.94 -1.20 0.04 -0.663
H -1.16 -1.19 1.30 0.425
H 0.15 -2.27 0.57 0.309
H 2.21 1.30 -1.59 0.315
H 2.10 -0.27 -2.41 0.316
H 0.66 0.73 -2.21 0.325
```



According to the calculations, the structures order from most to least stable as #one, #two.



#one
Computed, not measured: one molecule with the formula C3H3P, with ωB97M-V with the def2-TZVPD basis set.

Lowest unoccupied orbital energy   -0.369 eV
SMILES string   [H]/P=C\C#C
HOMO level   -9.8 eV

XYZ file:
```
7
Properties=species:S:1:pos:R:3:mulliken_charge:R:1
C -0.59 0.71 1.04 -0.175
C 0.62 -0.11 -0.06 -0.817
C 1.38 -0.72 -0.76 0.292
P -2.19 0.68 0.62 -0.036
H -0.16 0.71 2.07 0.297
H 2.20 -1.19 -1.20 0.420
H -1.72 0.09 -0.51 0.019
```



#two
Computed, not measured: one molecule with the formula C3H3P, with ωB97M-V with the def2-TZVPD basis set.

Lowest unoccupied orbital energy   -2.349 eV
HOMO level   -9.9 eV

XYZ file:
```
7
Properties=species:S:1:pos:R:3:mulliken_charge:R:1
C -3.69 -0.04 -1.33 -0.142
C -2.96 0.19 -0.35 -0.090
C -0.13 -0.34 -0.21 -1.017
P -1.83 -0.42 0.77 0.214
H 0.04 0.40 -0.99 0.347
H 0.05 -1.26 -0.68 0.322
H 0.82 -0.25 0.34 0.366
```



According to the calculations, the structures order from most to least stable as #one, #two.



#one
Computed, not measured: a 2-piece molecular cluster, C3H3P overall, with ωB97M-V with the def2-TZVPD basis set.

Lowest unoccupied orbital energy (alpha / beta)   -1.137 / -2.328 eV
HOMO level (alpha / beta)   -10.2 / -8.9 eV

XYZ file:
```
7
Properties=species:S:1:pos:R:3:mulliken_charge:R:1
C -1.49 -0.82 -0.28 -0.080
C 1.32 -0.19 -0.30 -0.275
C 2.04 0.48 0.37 -0.263
P -2.32 0.46 0.16 -0.137
H -1.36 -1.88 -0.40 0.394
H 3.03 0.73 0.68 0.279
H -1.22 1.22 -0.23 0.083
```



#two
Computed, not measured: a 2-piece molecular cluster, C3H3P overall, with ωB97M-V with the def2-TZVPD basis set.

Lowest unoccupied orbital energy (alpha / beta)   -0.801 / -1.025 eV
HOMO level (alpha / beta)   -8.2 / -9.1 eV

XYZ file:
```
7
Properties=species:S:1:pos:R:3:mulliken_charge:R:1
C -1.71 -1.34 -0.09 -0.443
C -0.52 -0.98 -0.14 0.215
C 0.56 -0.21 -0.18 -0.082
P 2.13 0.24 0.04 -0.051
H -2.54 -1.91 0.11 0.403
H 0.31 2.63 -0.02 0.040
H 1.78 1.58 0.29 -0.082
```



According to the calculations, the structures order from most to least stable as #two, #one.



#one
Computed, not measured: one molecule with the formula C2H2NPS, with ωB97M-V with the def2-TZVPD basis set.

Lowest unoccupied orbital energy (alpha / beta)   -1.827 / -2.131 eV
HOMO level (alpha / beta)   -8.5 / -8.5 eV

XYZ file:
```
7
Properties=species:S:1:pos:R:3:mulliken_charge:R:1
C -1.05 -1.10 -0.06 -0.233
C 0.23 1.17 -0.02 -0.364
N 1.74 -1.20 0.04 -0.354
P -1.32 0.46 0.05 0.069
S 1.79 0.27 -0.02 0.292
H -1.71 -1.92 0.00 0.307
H 0.34 2.31 0.01 0.284
```



#two
Computed, not measured: one molecule with the formula C2H2NPS, with ωB97M-V with the def2-TZVPD basis set.

Lowest unoccupied orbital energy (alpha / beta)   -1.134 / -1.139 eV
HOMO level (alpha / beta)   -7.8 / -7.8 eV

XYZ file:
```
7
Properties=species:S:1:pos:R:3:mulliken_charge:R:1
C -0.13 -0.52 0.00 0.009
C -0.82 0.70 0.00 -0.318
N 1.15 -0.69 0.01 0.057
P 2.63 -0.91 0.00 -0.058
S -0.20 2.24 0.00 -0.275
H -0.73 -1.42 0.01 0.320
H -1.90 0.60 -0.01 0.265
```



According to the calculations, the structures order from most to least stable as #two, #one.



#one
Computed, not measured: one molecule with the formula C4H8OS2, with ωB97M-V with the def2-TZVPD basis set.

Lowest unoccupied orbital energy   -0.081 eV
SMILES string   CSC(=S)[C@@H](C)O
HOMO level   -8.7 eV

XYZ file:
```
15
Properties=species:S:1:pos:R:3:mulliken_charge:R:1
C 1.01 0.07 -0.85 0.244
C 0.15 -1.50 1.05 -1.012
C -1.58 1.28 -1.33 -0.837
C 0.49 -0.04 0.74 0.086
O 1.36 0.55 1.66 -0.526
S 2.51 -0.32 -1.25 -0.278
S -0.16 0.40 -2.04 0.017
H 0.99 -2.08 1.42 0.333
H -0.36 -2.06 0.07 0.241
H -0.65 -1.35 1.77 0.309
H -2.11 1.75 -2.17 0.315
H -1.16 1.97 -0.64 0.325
H -2.33 0.59 -0.79 0.266
H -0.43 0.67 0.83 0.134
H 2.26 0.08 1.52 0.383
```



#two
Computed, not measured: a 2-piece molecular cluster, C4H8OS2 overall, with ωB97M-V with the def2-TZVPD basis set.

Lowest unoccupied orbital energy   -0.345 eV
HOMO level   -8.6 eV

XYZ file:
```
15
Properties=species:S:1:pos:R:3:mulliken_charge:R:1
C -2.22 0.26 -0.87 -0.018
C 1.52 0.21 -0.88 -1.347
C 0.83 -0.05 0.42 -0.176
C 0.01 -1.05 0.68 -0.305
O -0.52 -1.37 1.91 -0.426
S -2.51 1.38 0.43 -0.134
S -3.11 -1.19 -0.81 -0.108
H 0.83 0.47 -1.60 0.334
H 2.17 0.95 -0.65 0.396
H 2.07 -0.62 -1.36 0.334
H -1.20 1.69 0.50 0.145
H 0.98 0.71 1.18 0.380
H -0.34 -1.72 -0.13 0.477
H -0.30 -0.53 2.31 0.322
H -4.17 -0.87 0.20 0.128
```



According to the calculations, the structures order from most to least stable as #one, #two.